Formula: C45H45F15O45
Source: the OMol25 dataset
Level of theory: ωB97M-V/def2-TZVPD

Last column: Mulliken charge in e.
CARTESIAN COORDINATES (ANGSTROEM)
F 4.60 -3.29 3.69  -0.3373
O 3.77 1.86 -4.69  0.0903
C -3.99 4.09 3.75  -0.6392
C -0.23 3.80 -2.09  0.2567
H 6.29 0.44 1.08  0.4128
O -3.08 -0.74 7.69  -0.3412
C 5.98 -2.49 0.23  0.5395
H -3.03 -5.15 -0.50  0.1223
C -4.16 2.69 -1.34  1.1240
C 4.93 4.16 -2.10  0.3982
H 6.06 2.09 -6.13  0.3410
O 1.46 -2.43 -2.27  0.5501
O -3.14 2.99 3.74  -0.2174
O 1.87 3.04 5.65  -0.3613
F -4.46 -5.27 -1.92  -0.3506
O -1.18 3.83 -1.07  -0.2663
H 4.62 0.01 0.82  0.0058
H -0.09 -4.29 4.72  0.3232
H 1.58 4.54 -1.30  0.4801
H 0.42 0.57 -5.90  0.1499
C 4.80 2.84 -1.52  0.5236
C -4.82 -1.92 -0.26  0.0838
O -3.64 -1.89 0.05  0.1420
C 2.77 -1.20 4.76  0.6424
C -1.80 -0.59 -4.32  -0.1259
H -6.96 -1.54 -2.16  0.3054
O 0.27 0.20 -1.70  0.7765
H -1.62 -5.00 4.18  0.3547
C -5.70 1.15 -1.77  0.2833
C -1.81 -5.95 -3.17  0.4676
F -0.54 2.82 -2.95  -0.1064
C 0.80 3.83 6.01  0.5747
F -4.68 4.95 1.70  -0.3317
C 2.50 -2.91 -1.42  -0.4560
H -3.45 5.01 3.66  0.3057
C -1.75 0.45 -6.20  0.3634
O -3.61 -0.86 5.51  -0.5352
C -0.82 -4.29 3.91  -0.6580
H -0.13 0.75 7.39  0.3113
O 0.90 4.67 6.88  -0.6177
O 0.69 3.20 -0.03  0.0067
O 2.66 -0.49 5.72  -0.5842
C 1.71 -2.87 -3.54  0.9234
O -3.04 1.16 2.49  -0.0392
H 2.04 1.44 4.52  -0.5702
C -0.87 -0.03 7.34  0.3286
O 3.61 -0.39 -4.56  -0.4024
H 4.08 2.26 -2.12  -0.3929
C -4.91 3.94 2.57  0.4215
O 5.80 -1.54 1.19  -0.3738
O 1.38 -0.19 0.28  0.1897
C 3.07 -3.51 -3.51  -0.5593
H -1.75 1.53 -6.40  0.3030
H -0.22 2.88 3.37  -0.4060
H -7.28 -3.16 -1.67  0.3891
H 5.12 -0.29 -1.57  -0.0938
H -1.57 -3.73 -1.78  -0.7759
H -0.50 -0.54 1.31  0.6159
O 3.38 -3.54 -2.11  -0.3700
C -1.98 -0.19 8.36  -0.5694
F -0.21 -1.23 7.25  -0.2951
O -2.51 0.17 -5.13  -0.3396
H -1.65 -0.93 9.09  0.3275
H -3.44 2.88 -0.53  -0.5312
O 4.32 3.07 -0.17  -0.1980
O -0.25 3.60 5.27  -0.3636
H -0.44 1.63 4.60  -0.3504
O 2.91 -0.76 3.52  -0.1088
C 4.06 0.61 -5.11  0.2651
C -0.39 -0.13 -5.89  -0.4975
C 5.91 -0.50 -0.86  0.9913
O -5.23 1.92 -0.75  -0.1442
H -0.23 4.70 -2.69  0.2816
O 4.05 4.80 1.17  -0.4936
F -1.41 0.93 -0.41  -0.0215
H -3.25 -3.33 -2.58  0.0411
C 1.50 0.16 -1.08  -0.5667
O 2.55 0.35 -1.64  -0.0883
H 3.76 -1.70 1.87  -1.5312
O -0.62 -4.32 0.56  -0.3653
H -3.66 2.64 -3.39  0.4069
C 0.09 2.56 4.36  1.1036
F 3.05 3.05 -6.46  -0.3450
C -0.59 3.54 0.14  0.1942
C -0.75 -0.21 -0.80  1.1295
O -4.57 2.72 2.02  -0.1233
C -2.50 -4.05 -2.28  1.1152
C -7.08 -1.80 0.01  0.3407
H -1.45 -0.85 -1.34  -0.9931
C -6.77 -2.26 -1.37  -0.6560
O -4.82 1.07 -2.82  -0.2795
H -5.98 3.94 2.79  0.2406
F -2.24 -0.17 -7.33  -0.3451
C 4.37 4.35 0.13  0.4799
H 4.45 3.69 -5.19  0.3332
C -2.86 -0.51 6.39  0.3928
O -1.23 3.52 1.16  -0.5591
F -0.16 -2.02 3.66  -0.1667
C -3.13 -5.19 -1.57  0.6536
O -6.71 0.50 -1.76  -0.6368
H -2.10 -2.49 3.99  -0.0047
O 5.98 -3.67 0.36  -0.4931
O -0.52 -0.78 -4.59  0.1139
C 1.07 3.59 -1.34  0.1249
C 3.26 -3.04 3.57  0.4142
C -0.77 -4.13 1.74  0.0657
O 6.11 -1.86 -0.97  -0.4168
H 3.08 -4.51 -3.96  0.3602
H 5.89 4.41 -2.54  0.3141
H 3.88 -2.94 -3.99  0.1832
H -2.90 1.29 -2.32  -0.8243
F 0.81 -3.90 -3.85  -0.3895
H 4.87 2.14 -7.55  0.3488
O -2.36 -6.29 -1.99  -0.3567
O -2.16 -0.85 -3.19  -0.2026
O 2.49 -2.73 -0.26  -0.0762
C -3.71 1.92 -2.56  0.8968
C -3.50 2.24 2.73  0.2273
F -7.37 -2.90 0.78  -0.3212
O 4.74 0.63 -6.25  -0.3803
H 2.03 -1.99 2.16  -1.1327
H 1.66 2.83 -1.84  -0.5625
O -0.20 -4.80 2.73  -0.3895
C 4.13 2.77 -5.66  0.2351
F 7.04 0.13 -1.24  -0.4033
O -5.29 -2.56 -1.37  -0.2855
O -5.84 -1.30 0.50  -0.2078
C 3.01 -1.87 2.64  2.3408
H 5.76 2.24 -1.52  0.0583
C 0.03 -0.77 0.37  0.0679
F -4.61 3.93 -1.69  -0.3994
H 0.11 -1.84 0.30  -0.5994
O -1.64 0.09 6.11  0.0053
H -0.08 -0.90 -6.62  0.3256
C 5.05 1.96 -6.50  -0.5972
F 2.25 3.12 3.44  -0.3620
C -1.24 -2.91 3.51  0.5564
O -1.46 -3.03 2.17  0.2685
H 1.58 -2.06 -4.23  -0.2121
H -7.85 -1.03 0.19  0.3073
C 5.65 -0.30 0.61  -0.0262
O -1.14 -6.74 -3.75  -0.5502
H -2.35 0.74 8.78  0.3403
H -4.48 4.08 4.74  0.3318
O 4.78 5.09 -0.97  -0.3845
O -2.02 -4.66 -3.55  -0.3667
O 2.80 -2.56 4.75  -0.3781
H 2.72 -3.96 3.34  0.3323
C 1.57 2.42 4.46  1.4351
F 3.99 4.45 -3.01  -0.2535

As for the orbital gap: 10.046 eV. The calculation puts the relative energy (zero: lowest compared OMol25 entry of this formula, charge and spin) at 32.15 kJ/mol. The value obtained for the HOMO energy is -10.444 eV. For the LUMO energy, the calculation gives -0.0147 Ha. The value obtained for the total energy is -180297.258 eV. Its strongest force on any atom is 0.122 Eh/bohr.



Formula: C17H19BFe
Source: the OMol25 dataset
Level of theory: ωB97M-V/def2-TZVPD

Last column: Mulliken charge in e.
CARTESIAN COORDINATES (ANGSTROEM)
B 0.05 -3.55 2.43  -0.1167
C 0.52 1.52 0.65  -0.5005
C -4.76 0.25 0.32  -0.3821
H -4.95 -1.39 -1.07  0.3679
H 0.85 -1.99 -0.04  0.4461
C -2.65 1.45 0.29  -0.2168
C 1.32 2.05 -1.51  -0.6337
H -2.01 2.25 0.65  0.4877
H -2.69 -1.04 -2.07  0.3287
H -0.78 0.40 -2.40  0.4106
C -0.93 0.80 -1.39  -1.4603
H 1.68 -1.17 -2.52  0.4970
H -5.76 0.13 0.74  0.3714
Fe 1.94 0.62 -0.35  -0.1760
C 3.40 -0.18 -1.40  -0.3034
C 3.72 -0.15 0.02  -0.6412
H 4.62 0.26 0.46  0.4927
C 1.70 -1.35 -0.25  -0.1774
H 2.66 -1.11 1.79  0.5741
H 1.37 2.13 -2.60  0.5446
C -4.30 -0.60 -0.70  -0.5365
H -0.26 -2.59 1.69  -0.2604
H -4.28 1.95 1.59  0.3686
C -3.05 -0.41 -1.25  -0.6435
C -3.93 1.28 0.81  -0.7149
C 2.16 -0.92 -1.57  -0.7789
C 2.26 2.56 -0.54  -0.4131
H 3.14 3.15 -0.77  0.5194
H -0.57 -4.56 2.09  -0.1517
C -2.19 0.61 -0.76  1.0453
C 1.76 2.22 0.79  -0.7394
H -0.13 1.13 1.43  0.7410
H 2.21 2.52 1.74  0.5325
C 2.67 -0.87 0.73  -0.4661
H 4.02 0.21 -2.21  0.5003
C 0.17 1.46 -0.80  1.4360
H -0.24 -3.28 3.61  -0.1633
H 1.26 -3.77 2.36  -0.1880

As for the spin multiplicity: 5. As for the orbital gap (spin up / spin down): 5.476 / 4.741 eV. The calculation puts the relative energy (zero: lowest compared OMol25 entry of this formula, charge and spin) at 186.17 kJ/mol. The value obtained for the HOMO energy (spin up / spin down) is -7.128 / -7.127 eV. As for the expectation value of S²: 6.1196. For the LUMO energy (spin up / spin down), the calculation gives -0.0607 / -0.0877 Ha. The value obtained for the total energy is -52992.016 eV. Its strongest force on any atom is 0.055 Eh/bohr.



Formula: C26H52O32S5
Source: the OMol25 dataset
Level of theory: ωB97M-V/def2-TZVPD

Last column: Mulliken charge in e.
CARTESIAN COORDINATES (ANGSTROEM)
O -6.27 3.97 3.02  -0.5541
O -6.01 0.59 2.12  -0.2515
O 4.86 1.64 1.76  -0.5819
O 8.79 2.75 -3.80  -0.3408
C 4.52 -4.63 -4.37  -0.3003
H -0.38 -1.51 -6.25  0.2644
H -4.22 6.06 5.17  0.3536
C -4.51 5.10 4.75  -0.2933
O 7.06 1.51 -3.67  -0.3291
H 10.49 3.44 -4.61  0.2960
O 5.42 -0.52 0.69  -0.4994
C -0.27 -0.53 -5.80  -0.4446
H 2.49 -0.68 0.47  0.2749
H 2.41 -0.98 -1.26  -0.0424
H 6.53 -0.56 -3.60  0.2552
O 0.27 -2.37 2.75  -0.4311
O -2.76 0.75 -3.77  -0.3854
C 0.83 0.35 -0.51  0.1336
O -1.96 -5.48 -0.54  -0.4273
O 6.98 0.42 2.48  -0.3332
O -1.26 -4.22 3.29  -0.5131
H -5.09 1.90 -2.61  0.3816
C 4.84 -3.21 -4.84  -0.1271
H -2.71 2.31 -2.50  0.3642
O -1.39 1.97 -0.10  -0.6278
H -2.21 -2.59 -0.46  0.2272
H -3.46 1.52 1.35  0.1276
H -4.86 0.14 -2.46  0.3493
H 1.28 -1.72 -0.26  -0.2234
C 4.85 0.71 -3.82  -1.2452
O 1.50 -3.72 -5.36  -0.5730
C 8.30 1.66 -3.23  0.8603
C -7.42 0.78 1.87  -0.3667
O -2.00 -1.81 3.75  -0.0188
H 0.12 0.21 -6.49  0.3268
H -2.46 0.62 -1.78  -0.3240
H 5.38 -3.21 -5.79  0.3185
H -4.66 1.27 -1.07  0.1475
C -1.96 -3.26 0.36  0.7132
H -2.70 2.58 2.65  0.3779
H 0.19 0.10 -1.36  -0.0580
O -7.88 4.25 4.56  -0.3529
C -1.58 0.80 -4.34  0.8177
H 8.88 1.24 2.45  0.2663
O -1.61 0.94 1.89  -0.1336
H 5.23 -4.91 -3.60  0.2610
H -9.67 3.29 4.40  0.2678
S 5.85 0.72 1.31  1.1640
C -2.73 -4.58 0.27  -0.2960
H -9.38 4.35 3.17  0.3146
H -3.37 1.07 3.01  -0.0194
O -0.70 1.60 -4.11  -0.6036
H -3.92 3.06 4.65  -0.0323
S -0.42 -5.28 -0.11  1.0124
H -2.87 -5.10 1.23  0.3089
O 3.23 -4.53 -3.78  -0.3671
H 8.92 1.61 0.07  0.4021
H -7.48 1.77 1.43  0.2987
O -6.71 -1.24 0.82  -0.3437
O 8.86 0.84 -2.54  -0.6087
O 0.49 -5.48 -1.21  -0.5022
C -4.49 1.11 -2.14  -1.1208
C 1.81 -0.78 -0.38  -0.3511
C -1.04 1.14 0.70  0.7558
H 10.28 3.76 -2.80  0.2655
H 8.22 0.07 -0.29  0.2639
H 0.49 -0.89 5.20  0.2576
H 0.48 -0.51 -5.01  0.0804
H -0.51 -1.35 6.54  0.3389
O -0.43 -2.80 5.14  -0.4214
O 3.59 -2.52 -4.99  -0.3057
H 4.80 0.47 -4.89  0.3248
H -8.69 -0.75 1.02  0.2684
H 1.25 1.32 -0.76  0.3645
C 6.22 0.41 -3.23  0.5373
H 4.45 -5.41 -5.13  0.2854
H -4.28 5.09 3.69  0.2855
O -5.89 4.93 5.03  -0.3525
O -1.53 -0.13 -5.28  -0.3769
C 8.16 0.90 0.41  -0.3730
C -8.84 3.60 3.75  -0.1748
H 8.79 -0.48 2.00  0.2830
O -0.60 -3.70 0.18  0.0152
C -0.44 -1.40 5.46  -0.5402
O -0.16 -5.94 1.13  -0.5609
H 5.27 -2.61 -4.04  0.0473
H -8.42 2.76 3.22  -0.1401
C -3.70 3.93 5.27  -0.7582
H -2.49 -1.05 5.65  0.2874
C -6.66 4.41 4.08  0.8474
C 10.16 3.08 -3.63  -0.7120
O 6.90 1.54 0.41  -0.3138
H 10.77 2.18 -3.56  0.3288
O -4.38 -1.22 1.80  -0.1882
H -2.63 4.04 5.09  0.3790
H -3.93 3.79 6.33  0.3478
O 1.79 -2.60 -3.15  -0.2006
O -6.40 -1.59 3.29  -0.6551
C -2.80 1.58 2.22  -0.4466
H -7.83 0.21 -0.19  0.3323
O 0.01 0.35 0.65  -0.1725
C -1.77 -0.94 4.85  -0.0019
C -7.74 -0.26 0.79  -0.5028
H -3.71 -4.49 -0.20  0.3366
H -1.75 0.07 4.44  0.0638
H -7.90 0.67 2.84  0.2907
H -1.98 -2.74 1.31  -0.8019
S -5.77 -1.01 2.13  1.0151
H 4.07 0.04 -3.45  0.1588
H 6.21 0.58 -2.15  -0.1930
H 4.55 1.76 -3.85  0.4206
C -3.03 1.27 -2.44  0.4876
S -0.78 -2.89 3.57  0.9647
S 2.34 -3.27 -4.29  0.9791
C 8.30 0.49 1.91  -0.2837

As for the orbital gap: 10.277 eV. The calculation puts the relative energy (zero: lowest compared OMol25 entry of this formula, charge and spin) at 107.29 kJ/mol. The value obtained for the HOMO energy is -10.047 eV. For the LUMO energy, the calculation gives 0.0084 Ha. The value obtained for the total energy is -147495.317 eV. Its strongest force on any atom is 0.039 Eh/bohr.



Formula: C7H15NPS
Source: the OMol25 dataset
Level of theory: ωB97M-V/def2-TZVPD

Last column: Mulliken charge in e.
CARTESIAN COORDINATES (ANGSTROEM)
H 3.74 -1.31 -0.25  0.3478
C 0.12 0.90 -0.68  -0.2436
C -2.29 -0.52 0.26  -0.6430
P 0.98 -1.58 0.39  -0.0297
H -0.21 1.31 -1.61  0.5605
H 4.44 -0.06 0.79  0.3918
H -1.96 -0.67 -2.03  0.3651
H -0.64 2.60 0.44  0.4202
H 0.32 -0.76 1.35  0.0240
C -0.06 -0.71 -0.91  -0.3370
C 2.38 0.07 0.49  -0.5925
H -2.41 1.04 1.47  0.3257
H 0.45 -0.90 -1.92  0.5548
H -1.65 -2.12 -1.18  0.3620
H -0.19 1.16 1.40  0.1970
C -0.63 1.53 0.43  -0.6467
C -1.59 -1.05 -1.05  -0.8408
H 3.86 0.24 -0.65  0.3571
H 2.32 0.28 1.65  0.2941
H -1.87 -1.07 1.12  0.3435
N 3.67 -0.37 0.08  -0.1207
H -2.77 1.48 -0.21  0.3560
C -2.11 0.98 0.48  -0.6677
H -3.31 -0.73 0.18  0.4019
S 1.84 1.40 -0.58  -0.1799

As for the orbital gap: 9.204 eV. The calculation puts the relative energy (zero: lowest compared OMol25 entry of this formula, charge and spin) at 2.09 kJ/mol. The value obtained for the HOMO energy is -12.868 eV. Its charge is +1. For the LUMO energy, the calculation gives -0.1347 Ha. The value obtained for the total energy is -29107.998 eV. Its strongest force on any atom is 0.105 Eh/bohr.



Which of these has the lowest relative energy (zero: lowest compared OMol25 entry of this formula, charge and spin)?
C7H15NPS